No. 1
# C26H20GeNSbSe4Tc

A structure of composition C26H20GeNSbSe4Tc (ωB97M-V/def2-TZVPD, the Open Molecules 2025 dataset).

Geometry (Å):
Tc: 0.709 -2.195 1.148
Se: -3.357 -3.213 2.635
Sb: -1.249 -3.962 3.290
Se: 0.526 -1.859 3.420
Se: 0.400 -4.407 0.993
Se: -0.175 -5.521 4.637
N: 7.422 -1.716 -1.672
C: 6.368 -1.700 -1.211
C: 5.034 -1.681 -0.633
C: 4.827 -2.218 0.640
C: 3.559 -2.217 1.188
C: 2.497 -1.661 0.441
C: 2.710 -1.108 -0.829
C: 3.987 -1.123 -1.360
H: 5.659 -2.637 1.189
H: 3.406 -2.630 2.174
H: 1.904 -0.671 -1.396
H: 4.174 -0.704 -2.340
C: -0.822 -1.482 0.570
Ge: -1.064 0.434 -0.132
C: -1.438 1.394 1.464
C: -1.385 2.794 1.435
C: -1.739 3.528 2.561
C: -2.152 2.873 3.716
C: -2.222 1.486 3.747
C: -1.865 0.746 2.625
C: 0.473 1.048 -1.080
C: 0.731 0.570 -2.372
C: 1.851 1.006 -3.072
C: 2.728 1.912 -2.482
C: 2.485 2.384 -1.199
C: 1.358 1.959 -0.501
C: -2.604 0.244 -1.250
C: -3.743 -0.378 -0.730
C: -4.923 -0.415 -1.457
C: -4.976 0.171 -2.718
C: -3.855 0.802 -3.242
C: -2.670 0.845 -2.510
H: -1.806 -1.942 0.718
H: -1.076 3.319 0.536
H: -1.698 4.610 2.536
H: -2.424 3.448 4.594
H: -2.557 0.978 4.646
H: -1.927 -0.338 2.665
H: 0.070 -0.155 -2.833
H: 2.039 0.642 -4.074
H: 3.603 2.253 -3.027
H: 3.171 3.086 -0.740
H: 1.177 2.336 0.499
H: -3.723 -0.828 0.257
H: -5.805 -0.887 -1.039
H: -5.896 0.141 -3.287
H: -3.902 1.271 -4.218
H: -1.815 1.366 -2.923

Summary:
Net charge: +1
2S+1: 1
ΔE to the lowest compared entry with this formula, charge and spin, kcal/mol: 10.3
Frontier orbital gap (alpha / beta), eV: 5.18 / 5.18
LUMO level (alpha / beta), eV: -6.44 / -6.44

=====

No. 2
# C2H2Cl2Si

A cluster of 2 separate species, C2H2Cl2Si in total (ωB97M-V/def2-TZVPD, the Open Molecules 2025 dataset).

Geometry (Å):
C: 2.014 -0.458 -0.341
C: 1.797 0.507 0.327
Si: -2.981 -0.068 0.767
Cl: -2.527 1.551 -0.414
Cl: -2.133 -1.585 -0.318
H: 2.246 -1.325 -0.891
H: 1.585 1.379 0.869

Summary:
Net charge: 0
2S+1: 1
ΔE to the lowest compared entry with this formula, charge and spin, kcal/mol: 33.7
Frontier orbital gap, eV: 8.95
LUMO level, eV: -0.75